(1)
Formula: C46H88N7O16S
Source: the OMol25 dataset
Level of theory: ωB97M-V/def2-TZVPD

```
158
Properties=species:S:1:pos:R:3:lowdin_charge:R:1
C 0.67 -1.18 -1.92 -0.0946
C 0.96 -1.39 -0.39 -0.2235
C 1.54 -0.13 0.26 -0.1356
C 0.43 0.95 0.43 -0.2785
O -0.11 0.98 1.72 -0.0701
C -1.40 0.36 1.83 -0.2224
C -1.27 -0.97 2.64 -0.1217
C -2.31 -1.12 3.75 -0.1629
C -2.13 -2.52 4.44 -0.1589
C -1.20 -2.38 5.63 -0.1802
O 0.16 -2.12 5.19 -0.0189
C 0.79 -1.12 5.86 -0.4775
C 0.25 0.30 5.83 0.0369
O 1.83 -1.38 6.46 0.0412
C -2.32 1.36 2.62 -0.7078
O -3.55 1.38 2.35 -0.0809
O -1.73 2.07 3.45 -0.0423
C 1.08 2.36 0.17 -0.3415
N 1.33 2.48 -1.26 0.1148
O 0.16 3.29 0.68 -0.0343
C 0.62 4.62 0.79 -0.2991
C 0.62 5.37 -0.56 -0.1439
C -0.68 5.05 -1.34 -0.1822
C -1.95 5.09 -0.49 -0.2290
C -2.34 6.53 -0.07 -0.2124
S -3.92 6.49 0.79 0.5646
O -4.49 7.80 0.83 -0.2948
O -3.76 5.86 2.05 -0.2617
O -4.92 5.57 -0.07 -0.1572
C 1.90 4.82 1.65 -0.0632
C 3.17 5.25 0.91 -0.3635
C 4.25 5.58 1.96 -0.0568
O 3.51 4.22 -0.03 -0.1209
C 4.86 3.83 -0.09 -0.1796
C 4.93 2.81 -1.23 -0.2176
C 5.18 1.49 -1.00 -0.0462
C 5.19 0.62 -2.07 -0.0783
C 4.95 1.08 -3.33 -0.0965
C 4.72 2.42 -3.55 -0.0855
C 4.70 3.30 -2.50 -0.0406
H -0.40 -0.99 -2.07 0.0472
H 0.95 -2.09 -2.44 0.0549
H 1.24 -0.31 -2.27 0.0556
H 1.69 -2.21 -0.34 0.0949
H 0.02 -1.70 0.07 0.0892
H 1.90 -0.37 1.27 0.1187
H 2.35 0.28 -0.34 0.0890
H -0.31 0.82 -0.38 0.1430
H -1.89 0.19 0.87 0.1397
H -1.37 -1.80 1.92 0.0988
H -0.24 -1.00 3.02 0.1080
H -3.33 -0.98 3.39 0.1125
H -2.09 -0.39 4.53 0.0900
H -1.75 -3.23 3.70 0.1133
H -3.11 -2.83 4.80 0.0715
H -1.17 -3.29 6.23 0.1179
H -1.55 -1.57 6.27 0.1157
H -0.82 0.34 6.00 0.0744
H 0.75 0.85 6.63 0.0838
H 0.52 0.79 4.89 0.0992
H 2.05 2.33 0.66 0.1439
H 2.23 2.12 -1.54 0.0590
H 0.57 2.12 -1.83 0.0810
H -0.17 5.14 1.36 0.1390
H 1.45 5.08 -1.20 0.0967
H 0.60 6.46 -0.37 0.1136
H -0.54 4.07 -1.81 0.0920
H -0.78 5.78 -2.16 0.1098
H -1.93 4.45 0.40 0.1160
H -2.77 4.71 -1.11 0.1078
H -1.60 6.93 0.63 0.1060
H -2.47 7.12 -0.98 0.1066
H -4.66 4.64 0.07 0.0987
H 2.07 3.89 2.21 0.1379
H 1.69 5.59 2.39 0.1207
H 3.02 6.17 0.33 0.1405
H 3.80 6.26 2.68 0.0810
H 5.09 6.10 1.49 0.0735
H 4.57 4.70 2.53 0.0848
H 5.20 3.29 0.80 0.1218
H 5.55 4.66 -0.30 0.1273
H 5.34 1.12 0.01 0.1198
H 5.35 -0.44 -1.93 0.1106
H 4.92 0.40 -4.17 0.0729
H 4.50 2.81 -4.54 0.0862
H 4.51 4.36 -2.63 0.1242
C -4.19 -4.76 7.14 -0.3439
O -3.71 -4.58 6.04 0.0127
N -5.01 -3.88 7.76 -0.1961
C -5.56 -4.15 9.08 -0.0660
C -5.33 -2.63 7.09 -0.0259
H -4.00 -5.67 7.73 0.1303
H -6.65 -4.15 9.02 0.0858
H -5.24 -3.37 9.77 0.0896
H -5.23 -5.11 9.44 0.0784
H -5.82 -2.84 6.14 0.0972
H -4.42 -2.08 6.89 0.0922
H -5.99 -2.04 7.72 0.0862
C 3.71 -2.58 -5.03 -0.3516
O 3.31 -1.68 -4.32 0.0122
N 3.40 -2.74 -6.33 -0.1927
C 3.92 -3.84 -7.11 -0.0645
C 2.51 -1.79 -6.97 -0.0378
H 4.39 -3.36 -4.65 0.1314
H 4.50 -3.45 -7.95 0.0864
H 3.10 -4.45 -7.49 0.0870
H 4.57 -4.47 -6.50 0.0790
H 2.94 -0.79 -6.91 0.0706
H 1.55 -1.78 -6.45 0.0945
H 2.36 -2.06 -8.01 0.0865
C 5.52 0.62 -8.91 -0.3527
O 4.43 0.10 -8.79 0.0073
N 6.09 1.41 -7.98 -0.1922
C 7.40 1.99 -8.16 -0.0587
C 5.36 1.67 -6.75 -0.0414
H 6.14 0.48 -9.81 0.1309
H 8.07 1.65 -7.37 0.0904
H 7.33 3.08 -8.12 0.0894
H 7.82 1.70 -9.13 0.0802
H 5.15 0.73 -6.24 0.0797
H 4.41 2.16 -6.99 0.1041
H 5.95 2.32 -6.10 0.0791
C -0.02 -1.85 10.59 -0.3693
O -0.77 -1.25 9.83 0.0094
N 1.31 -1.95 10.43 -0.1962
C 2.13 -2.68 11.38 -0.0716
C 1.95 -1.32 9.28 -0.0294
H -0.39 -2.36 11.49 0.1253
H 2.88 -2.01 11.81 0.0853
H 2.65 -3.50 10.86 0.0874
H 1.52 -3.10 12.18 0.0764
H 1.75 -0.25 9.31 0.0979
H 1.53 -1.72 8.37 0.0601
H 3.02 -1.50 9.30 0.0907
C -3.01 -2.67 -2.04 -0.3507
O -2.87 -1.47 -2.03 0.0189
N -3.48 -3.38 -3.10 -0.1973
C -3.62 -4.82 -3.05 -0.0680
C -3.84 -2.68 -4.32 -0.0423
H -2.76 -3.30 -1.17 0.1344
H -3.00 -5.28 -3.82 0.0861
H -4.67 -5.09 -3.21 0.0819
H -3.31 -5.20 -2.07 0.0807
H -2.97 -2.14 -4.70 0.0990
H -4.63 -1.95 -4.10 0.0978
H -4.19 -3.38 -5.06 0.0443
C -6.43 -3.58 -6.41 -0.3465
O -5.38 -3.06 -6.76 0.0049
N -7.15 -4.43 -7.16 -0.1998
C -8.39 -5.01 -6.68 -0.0597
C -6.68 -4.77 -8.49 -0.0421
H -6.87 -3.38 -5.42 0.1396
H -8.30 -6.10 -6.67 0.0881
H -9.21 -4.73 -7.34 0.0883
H -8.61 -4.66 -5.68 0.0837
H -5.69 -5.23 -8.42 0.0924
H -6.59 -3.86 -9.09 0.0928
H -7.37 -5.46 -8.97 0.0839
```

Net charge ... -1
HOMO level ... -3.8824 eV
Strongest force on any atom ... 2.3 eV/Å
Frontier orbital gap ... 5.560 eV

(2)
Formula: C6H6
Source: the OMol25 dataset
Level of theory: ωB97M-V/def2-TZVPD

```
12
Properties=species:S:1:pos:R:3:nbo_charge:R:1
C -1.63 0.48 0.27 -0.6186
C -0.78 -0.41 -0.61 -0.3460
C -0.95 -0.87 -1.83 0.2366
C 0.56 -0.96 -0.12 -0.4818
C 1.56 0.10 0.08 0.0012
C 2.35 0.98 0.26 -0.2372
H -1.91 -0.05 1.19 0.2244
H -1.05 1.37 0.55 0.2353
H -2.55 0.81 -0.23 0.2333
H 0.98 -1.73 -0.79 0.2651
H 0.36 -1.47 0.83 0.2460
H 3.06 1.76 0.41 0.2417
```

HOMO level ... -9.9943 eV
Strongest force on any atom ... 1.2 eV/Å
Frontier orbital gap ... 9.869 eV
Energy above the lowest of the compared OMol25 structures with the same formula, charge and spin ... 130.6 kcal per mole

(3)
Formula: C16H24AgNO11
Source: the OMol25 dataset
Level of theory: ωB97M-V/def2-TZVPD

```
53
Properties=species:S:1:pos:R:3:nbo_charge:R:1
Ag 0.82 1.00 3.98 0.9886
N -0.59 0.78 0.75 0.7089
O -0.19 -0.20 0.10 -0.1139
O -0.20 0.89 1.89 -0.4101
O -1.30 1.60 0.25 -0.2018
O 2.38 1.92 2.39 -0.7108
C 2.77 2.45 1.38 0.8440
O 4.09 2.48 1.09 -0.4624
C 4.38 3.11 -0.18 -0.0823
C 3.05 3.80 -0.60 -0.4340
C 1.94 3.22 0.36 -0.5406
H 4.47 2.40 -1.00 0.2116
H 5.19 3.83 0.00 0.2283
H 2.67 3.69 -1.61 0.2351
H 2.98 4.88 -0.45 0.2295
H 1.16 2.73 -0.23 0.2419
H 1.45 3.99 0.94 0.2529
O 2.74 -3.21 -2.52 -0.5376
C 2.83 -2.66 -1.51 0.7782
O 3.58 -1.61 -1.35 -0.4769
C 3.60 -1.21 0.06 -0.0671
C 2.93 -2.38 0.77 -0.4285
C 2.02 -3.00 -0.27 -0.5217
H 2.96 -0.34 0.21 0.1514
H 4.60 -1.00 0.44 0.2122
H 2.28 -1.94 1.53 0.1945
H 3.69 -3.06 1.14 0.2299
H 1.07 -2.48 -0.34 0.2137
H 1.78 -4.05 -0.07 0.2554
O -7.00 -0.15 3.60 -0.5448
C -5.85 0.24 3.37 0.7761
O -5.54 1.50 3.00 -0.4644
C -4.15 1.59 2.59 -0.0782
C -3.61 0.19 2.45 -0.4476
C -4.64 -0.67 3.22 -0.5421
H -3.55 2.14 3.32 0.1801
H -4.15 2.14 1.65 0.2064
H -2.65 0.00 2.94 0.1912
H -3.42 -0.24 1.47 0.2154
H -4.36 -1.15 4.16 0.2502
H -4.88 -1.62 2.75 0.2588
O -1.97 -1.53 -6.04 -0.5434
C -1.59 -1.46 -4.83 0.7753
O -2.03 -0.40 -4.01 -0.5026
C -1.52 -0.63 -2.64 -0.0805
C -1.27 -2.13 -2.66 -0.4353
C -0.74 -2.45 -4.02 -0.5263
H -2.27 -0.19 -1.99 0.1982
H -0.63 0.00 -2.68 0.1782
H -2.18 -2.69 -2.43 0.2277
H -0.56 -2.42 -1.89 0.2055
H -0.92 -3.47 -4.35 0.2603
H 0.33 -2.24 -4.14 0.2533
```

Net charge ... +1
HOMO level (spin up / spin down) ... -11.9432 / -11.9380 eV
Strongest force on any atom ... 5.7 eV/Å
Frontier orbital gap (spin up / spin down) ... 6.083 / 2.928 eV
Spin multiplicity ... 2

(4)
Formula: C38H82N4O6
Source: the OMol25 dataset
Level of theory: ωB97M-V/def2-TZVPD

```
130
Properties=species:S:1:pos:R:3:lowdin_charge:R:1
C -8.89 -14.95 5.91 -0.0412
C -7.84 -15.40 6.83 -0.4400
C -6.78 -16.19 5.99 -0.1310
C -5.52 -16.51 6.75 -0.1838
C -4.87 -15.23 7.22 -0.1377
C -5.78 -14.34 8.10 -0.4440
N -7.16 -14.21 7.47 -0.0733
O -7.95 -13.51 8.28 -0.1025
C -5.73 -14.79 9.58 -0.0265
C -5.17 -12.93 8.06 -0.0425
C -8.50 -16.34 7.91 0.0001
H -9.85 -14.71 6.38 0.0952
H -9.11 -15.68 5.12 0.1067
H -8.49 -14.17 5.27 0.0568
H -7.27 -17.13 5.75 0.1135
H -6.61 -15.78 5.00 0.1221
H -4.87 -17.13 6.13 0.1117
H -5.76 -17.20 7.57 0.1086
H -4.45 -14.64 6.40 0.1174
H -4.00 -15.44 7.85 0.1122
H -6.39 -15.64 9.77 0.0615
H -4.77 -15.10 9.99 0.0835
H -6.21 -14.07 10.25 0.0786
H -4.12 -12.93 8.35 0.0859
H -5.08 -12.56 7.04 0.0688
H -5.75 -12.19 8.61 0.0819
H -9.13 -15.67 8.49 0.0705
H -7.76 -16.79 8.57 0.0632
H -9.11 -17.12 7.45 0.0843
H -8.58 -13.11 7.66 -0.0857
C -8.37 -10.93 3.28 -0.1257
C -9.14 -9.75 2.74 -0.4583
C -9.69 -9.06 4.03 -0.1097
C -10.26 -7.62 3.62 -0.1518
C -9.09 -6.87 3.07 -0.1560
C -8.41 -7.47 1.82 -0.4915
N -8.27 -8.89 1.95 -0.0923
O -7.76 -9.53 0.76 -0.0005
C -9.33 -7.13 0.57 -0.0105
C -7.02 -6.85 1.82 -0.0422
C -10.32 -10.35 1.95 -0.0284
H -8.89 -11.56 4.00 -0.0317
H -7.49 -10.57 3.82 0.1009
H -7.94 -11.51 2.46 0.1207
H -10.47 -9.70 4.44 0.0873
H -9.01 -8.97 4.87 0.1145
H -10.78 -7.09 4.42 0.0939
H -11.05 -7.79 2.88 0.0970
H -8.42 -6.73 3.91 0.1165
H -9.39 -5.84 2.83 0.1211
H -8.81 -7.57 -0.28 0.0656
H -10.35 -7.53 0.56 0.0711
H -9.47 -6.08 0.29 0.0749
H -6.96 -5.83 1.44 0.0796
H -6.36 -6.97 2.68 0.0885
H -6.49 -7.27 0.97 0.0733
H -10.88 -11.12 2.48 0.0732
H -10.13 -10.87 1.02 0.0795
H -11.09 -9.60 1.78 0.0633
H -8.51 -9.54 0.16 0.0688
C -12.63 -13.23 5.72 -0.0046
C -12.68 -12.62 7.14 -0.3667
C -13.35 -13.62 8.15 -0.0939
C -13.00 -13.39 9.63 -0.1676
C -11.53 -13.18 9.76 -0.1414
C -10.92 -12.07 8.97 -0.3875
N -11.29 -12.26 7.59 -0.0156
O -10.70 -11.33 6.74 -0.1376
C -11.33 -10.71 9.48 -0.0395
C -9.38 -12.18 9.10 -0.0187
C -13.66 -11.39 7.01 -0.0225
H -13.58 -13.74 5.54 0.0909
H -11.88 -14.02 5.59 0.0780
H -12.41 -12.51 4.93 0.0869
H -14.43 -13.62 7.98 0.1167
H -12.99 -14.63 7.98 0.1210
H -13.20 -14.21 10.33 0.1193
H -13.46 -12.49 10.06 0.1056
H -10.95 -14.09 9.62 0.1296
H -11.39 -12.91 10.80 0.1359
H -10.87 -10.43 10.43 0.1012
H -11.10 -10.00 8.67 0.0575
H -12.39 -10.64 9.73 0.0878
H -9.08 -11.92 10.11 0.1202
H -9.05 -13.17 8.78 0.0149
H -8.83 -11.46 8.48 0.0610
H -13.44 -10.57 6.33 0.0749
H -13.85 -10.89 7.96 0.0645
H -14.60 -11.72 6.56 0.0951
H -11.33 -10.61 6.81 0.0630
C -12.23 -6.48 8.18 -0.0071
C -12.27 -7.99 8.52 -0.4571
C -12.08 -8.75 7.13 -0.1093
C -10.68 -8.70 6.52 -0.1592
C -9.68 -9.13 7.63 -0.1264
C -9.81 -8.43 9.01 -0.3970
N -11.23 -8.39 9.43 -0.2401
O -11.36 -7.80 10.66 0.0260
C -9.01 -9.38 9.99 -0.0381
C -9.10 -7.05 9.02 -0.0153
C -13.63 -8.41 9.04 -0.0345
H -11.23 -6.36 7.76 0.0682
H -12.35 -5.80 9.02 0.0871
H -13.05 -6.18 7.53 0.0855
H -12.29 -9.80 7.30 0.0401
H -12.81 -8.37 6.41 0.1392
H -10.33 -7.72 6.19 0.1090
H -10.67 -9.50 5.78 0.0582
H -8.65 -8.95 7.31 0.1404
H -9.71 -10.22 7.68 0.0512
H -7.96 -9.51 9.74 0.0991
H -8.88 -8.97 10.99 0.0952
H -9.37 -10.41 10.02 0.0079
H -8.15 -7.09 9.55 0.0790
H -8.85 -6.73 8.01 0.0759
H -9.66 -6.22 9.45 0.0777
H -14.46 -8.01 8.46 0.0936
H -13.93 -8.07 10.03 0.0855
H -13.87 -9.45 9.24 0.0536
H -11.66 -8.51 11.23 0.1055
C -7.66 -11.97 5.48 -0.1535
C -8.83 -11.62 6.50 -0.1703
O -9.48 -12.82 6.85 -0.1028
O -8.17 -12.37 4.29 -0.1008
H -6.89 -12.68 5.79 0.1138
H -7.08 -11.06 5.33 0.1261
H -9.44 -10.89 5.98 0.1120
H -8.52 -11.07 7.39 0.0948
H -10.40 -12.57 6.93 -0.1386
H -8.54 -13.23 4.49 0.0919
```

HOMO level ... -6.4652 eV
Strongest force on any atom ... 14.3 eV/Å
Frontier orbital gap ... 6.893 eV
Energy above the lowest of the compared OMol25 structures with the same formula, charge and spin ... 549.0 kcal per mole

Number 1: calculated total energy -103155.136 eV. Number 2: calculated total energy -6313.537 eV. Number 3: calculated total energy -44977.899 eV. Number 4: calculated total energy -58951.949 eV.